Model P:
This record from OMol25 describes an isolated ion of composition C5H9N4O and charge +1. The level of theory is ωB97M-V/def2-TZVPD.

Computed properties:
Kohn-Sham gap	10.07	eV
net charge	+1

Geometry (Å):
O (1.82, -0.22, -2.21)
C (1.20, 0.74, -1.87)
N (1.09, 1.99, -2.44)
N (0.43, 2.84, -1.63)
N (0.03, 2.32, -0.60)
C (0.31, 0.89, -0.61)
C (-0.99, 0.06, -0.70)
C (-0.74, -1.11, 0.25)
C (0.03, -0.45, 1.38)
N (0.99, 0.43, 0.64)
H (1.50, 2.31, -3.30)
H (-1.19, -0.26, -1.72)
H (-1.82, 0.68, -0.36)
H (-1.68, -1.55, 0.59)
H (-0.15, -1.88, -0.23)
H (-0.63, 0.18, 1.98)
H (0.56, -1.15, 2.02)
H (1.29, 1.24, 1.21)
H (1.82, -0.12, 0.37)

---

Model Q:
This record from OMol25 describes a 2-piece molecular cluster, C5H9N4O overall. The level of theory is ωB97M-V/def2-TZVPD.

Computed properties:
Kohn-Sham gap (alpha / beta)	7.64 / 7.65	eV
net charge	+1

Geometry (Å):
C (1.12, 2.37, 0.47)
C (-0.43, 0.74, 0.31)
C (-1.64, 0.98, 1.15)
C (-1.09, -1.16, -0.95)
C (1.29, -0.17, -1.03)
N (0.81, 3.31, -0.31)
N (0.62, 4.16, -1.03)
N (-1.81, 2.13, 1.81)
N (-0.09, -0.11, -0.51)
O (-2.43, 0.04, 1.21)
H (1.30, 2.57, 1.62)
H (-0.60, -2.23, -0.73)
H (-1.98, -0.87, -0.43)
H (-1.07, -1.03, -2.02)
H (1.39, -1.04, -1.52)
H (1.40, 0.70, -1.70)
H (1.97, -0.03, -0.30)
H (-1.22, 2.99, 1.76)
H (-2.54, 2.26, 2.52)

---

The winner here is model P, beating the second structure by 4.902 eV.

---

Model P:
This record from OMol25 describes an isolated ion of composition C5H9N4O and charge +1. The level of theory is ωB97M-V/def2-TZVPD.

Computed properties:
Kohn-Sham gap (alpha / beta)	5.31 / 7.32	eV
net charge	+1

Geometry (Å):
O (-3.34, 1.06, 0.17)
N (-2.34, 0.19, 0.35)
C (-1.82, -0.25, -0.75)
N (-0.73, -1.00, -0.75)
C (0.00, -1.27, 0.40)
C (1.26, -0.24, 0.57)
C (0.66, 1.07, 0.82)
N (1.14, 2.02, -0.11)
N (1.89, 1.40, -0.95)
C (2.30, 0.11, -0.56)
H (-3.60, 1.48, 1.03)
H (-2.13, -0.05, -1.78)
H (-0.63, -1.60, -1.55)
H (0.44, -2.27, 0.28)
H (-0.65, -1.20, 1.26)
H (1.82, -0.63, 1.42)
H (-0.03, 1.41, 1.70)
H (3.41, 0.23, -0.15)
H (2.35, -0.46, -1.42)

---

Model Q:
This record from OMol25 describes C5H9N4O as an isolated structure. The level of theory is ωB97M-V/def2-TZVPD.

Computed properties:
Kohn-Sham gap	7.59	eV
net charge	+1

Geometry (Å):
C (3.96, 1.71, -0.42)
C (2.82, 0.91, -0.54)
C (3.79, 2.42, 0.77)
C (1.97, 1.21, 0.50)
C (0.59, 0.76, 0.92)
N (-0.06, 0.98, 1.97)
N (-3.11, -1.86, -0.73)
N (-0.28, -0.06, -0.09)
N (-1.19, -0.59, 0.48)
O (2.61, 2.11, 1.30)
H (4.85, 1.64, -1.04)
H (2.71, -0.01, -1.13)
H (4.30, 3.21, 1.05)
H (0.27, 1.54, 2.76)
H (-3.78, -1.25, -0.95)
H (-3.05, -2.66, -1.34)
H (-3.40, -2.41, 0.19)
H (-2.10, -1.22, -0.28)
H (-1.36, -0.47, 1.49)

---

Model R:
This record from OMol25 describes an isolated ion of composition C5H9N4O and charge +1. The level of theory is ωB97M-V/def2-TZVPD.

Computed properties:
Kohn-Sham gap (alpha / beta)	8.16 / 7.59	eV
net charge	+1

Geometry (Å):
C (-0.73, 0.14, -0.71)
C (2.34, 0.65, 1.39)
C (2.44, -0.60, 0.59)
C (1.07, -0.01, 0.93)
C (-2.47, 0.31, -2.28)
N (0.35, -0.75, 1.89)
N (-0.80, -1.08, 1.75)
N (0.32, 0.64, -0.10)
N (-1.59, -1.26, 0.86)
O (-1.39, 0.88, -1.53)
H (2.55, 0.59, 2.45)
H (2.61, 1.59, 0.94)
H (2.73, -0.54, -0.45)
H (2.71, -1.52, 1.08)
H (-2.43, -0.78, -2.26)
H (-2.37, 0.67, -3.30)
H (-3.41, 0.66, -1.86)
H (0.66, 1.57, -0.40)
H (-2.60, -1.18, 1.01)

---

The winner here is model Q, beating the second structure by 2.854 eV.

---

Model P:
This record from OMol25 describes a single C6H5NO2 molecule. The level of theory is ωB97M-V/def2-TZVPD.

Computed properties:
Kohn-Sham gap	9.27	eV
net charge	0

Geometry (Å):
N (3.35, -0.10, -0.75)
C (2.27, -0.01, -0.40)
C (0.93, -0.08, 0.03)
O (1.15, -0.30, 1.66)
C (0.10, -1.22, -0.42)
C (-1.24, -1.00, -0.50)
C (-1.73, 0.36, -0.32)
C (-0.88, 1.36, -0.09)
O (0.45, 1.21, -0.02)
H (1.08, 0.50, 2.16)
H (0.61, -2.25, -0.44)
H (-2.08, -1.62, -0.70)
H (-2.78, 0.72, -0.25)
H (-1.25, 2.43, 0.06)

---

Model Q:
This record from OMol25 describes a single C6H5NO2 molecule. The level of theory is ωB97M-V/def2-TZVPD.

Computed properties:
Kohn-Sham gap	9.09	eV
net charge	0

Geometry (Å):
C (3.39, -0.49, -0.38)
C (2.20, -0.11, 0.32)
C (0.82, 0.48, 0.35)
N (0.56, 1.53, -0.32)
O (-0.80, 1.91, -0.38)
C (-1.47, 0.80, 0.31)
C (-1.10, -0.52, -0.38)
O (-2.01, -1.43, -0.29)
C (-0.22, -0.13, 0.90)
H (4.48, -0.94, -0.63)
H (-2.56, 1.13, 0.73)
H (-0.41, -0.66, -1.42)
H (-2.74, -0.97, -0.61)
H (-0.14, -0.60, 1.80)

---

The winner here is model P, beating the second structure by 6.647 eV.

---

Model P:
This record from OMol25 describes a 3-piece molecular cluster, C3H14NO2S2 overall. The level of theory is ωB97M-V/def2-TZVPD.

Computed properties:
Kohn-Sham gap	9.40	eV
net charge	+1

Geometry (Å):
N (2.46, -0.74, 0.54)
C (1.12, -1.50, 0.60)
C (0.09, -0.55, 1.11)
S (-0.39, 0.66, -0.19)
S (-1.34, -0.41, -1.63)
C (-2.89, -0.38, -0.64)
H (2.39, -0.21, -0.35)
H (3.18, -1.47, 0.46)
H (2.62, -0.03, 1.27)
H (1.24, -2.25, 1.39)
H (0.94, -2.14, -0.32)
H (-0.84, -1.03, 1.45)
H (0.44, 0.01, 2.02)
H (-3.00, -1.15, 0.09)
H (-3.88, -0.37, -1.13)
H (-2.93, 0.63, -0.21)
H (3.44, 0.49, -2.70)
H (2.43, 1.54, -2.28)
O (3.16, 1.01, -1.94)
H (-1.43, 2.14, 3.05)
H (-1.47, 1.20, 4.34)
O (-0.94, 1.53, 3.61)

---

Model Q:
This record from OMol25 describes a 3-piece molecular cluster, C3H14NO2S2 overall. The level of theory is ωB97M-V/def2-TZVPD.

Computed properties:
Kohn-Sham gap	9.08	eV
net charge	+1

Geometry (Å):
N (-0.66, -2.20, -0.13)
C (0.59, -1.62, 0.41)
C (1.37, -0.79, -0.59)
S (0.22, 0.46, -1.34)
S (-0.95, 1.43, 0.02)
C (-0.05, 2.67, 1.00)
H (-1.45, -1.67, 0.27)
H (-0.79, -3.18, 0.10)
H (-0.75, -2.10, -1.15)
H (1.27, -2.44, 0.70)
H (0.33, -1.15, 1.35)
H (2.34, -0.58, -0.18)
H (1.70, -1.35, -1.50)
H (0.86, 2.19, 1.34)
H (-0.73, 2.99, 1.79)
H (0.15, 3.61, 0.48)
H (-4.59, -2.65, 1.40)
H (-4.29, -4.11, 1.28)
O (-3.88, -3.28, 1.53)
H (4.28, 1.94, 0.81)
H (4.75, 2.05, -0.67)
O (3.98, 1.99, -0.09)

---

The winner here is model P, beating the second structure by 0.071 eV.